a | {
  "formula": "C4H12N2",
  "method": "ωB97M-V/def2-TZVPD",
  "multiplicity": 2,
  "e_homo_ev": [1.5, -4.3],
  "homo_lumo_gap_ev": [2.82, 8.45],
  "s_squared": 0.7503,
  "charge": -1,
  "symbols": ["H", "H", "C", "C", "H", "H", "H", "H", "H", "N", "H", "H", "H", "H", "C", "C", "N", "H"],
  "xyz": [[1.365, -1.990, -0.888], [-1.389, -0.588, -2.066], [-0.528, 0.885, 0.990], [1.982, -1.094, -0.839], [-0.319, -0.297, 2.531], [1.605, 0.930, -0.535], [0.233, 1.568, 1.377], [2.550, -1.193, 0.145], [-2.226, 0.118, -0.770], [1.115, 0.084, -0.764], [-1.056, 1.182, -1.714], [-1.760, -0.540, 1.848], [-1.115, 1.730, 0.553], [2.651, -1.010, -1.690], [-0.231, -0.066, -0.207], [-1.270, 0.190, -1.312], [-1.110, 0.190, 2.112], [-0.165, -1.076, 0.212]],
  "mulliken_spin": [-0.291, -0.106, 1.244, 2.529, -0.233, 0.134, -0.520, -0.400, -0.164, -1.038, -0.039, -0.245, 0.146, -0.669, 0.327, 0.288, 0.176, -0.142]
}



b | {
  "formula": "C4H12N2",
  "method": "ωB97M-V/def2-TZVPD",
  "multiplicity": 2,
  "e_homo_ev": [1.6, -4.8],
  "homo_lumo_gap_ev": [2.51, 9.08],
  "s_squared": 0.7503,
  "charge": -1,
  "symbols": ["H", "H", "C", "H", "N", "H", "H", "C", "H", "C", "H", "H", "H", "H", "H", "H", "C", "N"],
  "xyz": [[-0.030, -1.944, -1.756], [1.599, -1.264, -1.574], [0.583, -1.056, -1.874], [-0.998, -0.844, 0.561], [-0.091, 0.893, 1.261], [0.371, 1.697, 0.863], [-1.801, 1.094, -1.056], [0.001, 0.113, -1.090], [1.323, 0.208, 2.753], [-0.081, -0.283, 0.383], [0.190, 1.531, 3.211], [-0.366, -0.138, 3.023], [-1.791, -0.245, -2.086], [0.794, -0.899, 0.632], [0.710, 0.944, -1.214], [0.541, -0.953, -2.967], [0.312, 0.619, 2.625], [-1.265, 0.527, -1.696]],
  "mulliken_spin": [-0.118, -0.871, 0.890, -0.226, -0.902, -0.019, 0.049, 0.224, -0.405, 1.203, -0.736, -0.266, -0.173, 0.036, -0.203, 0.153, 2.293, 0.071]
}



b is favored, and the nearest alternative lies 0.0283 hartree above it.



a | {
  "formula": "C3H12O4",
  "method": "ωB97M-V/def2-TZVPD",
  "e_homo_ev": -8.5,
  "homo_lumo_gap_ev": 9.02,
  "symbols": ["H", "H", "H", "C", "O", "H", "H", "H", "C", "H", "H", "H", "H", "H", "O", "O", "H", "C", "O"],
  "xyz": [[-1.612, 2.166, 0.291], [-0.973, -0.955, 0.229], [-0.085, 2.771, -0.652], [-0.839, -0.214, 1.008], [3.778, 3.881, -1.225], [-1.770, 0.156, 1.432], [4.313, 4.603, -1.556], [-4.487, -1.874, -1.750], [-0.598, 2.028, -0.061], [1.623, 1.763, 0.661], [3.693, 3.272, -1.998], [-4.634, -0.663, -0.935], [1.100, -6.280, 1.044], [1.285, -5.283, -0.143], [1.270, 0.928, 0.978], [1.461, -5.424, 0.795], [-0.279, -0.653, 1.837], [-0.023, 0.954, 0.538], [-5.182, -1.269, -1.427]],
  "lowdin_charge": [0.048, 0.079, 0.047, -0.039, -0.077, 0.080, 0.024, 0.044, 0.023, 0.098, 0.054, 0.016, 0.031, 0.033, 0.042, -0.064, 0.081, -0.460, -0.061]
}



b | {
  "formula": "C3H12O4",
  "method": "ωB97M-V/def2-TZVPD",
  "e_homo_ev": -10.1,
  "homo_lumo_gap_ev": 10.77,
  "symbols": ["H", "O", "H", "H", "O", "H", "H", "H", "O", "H", "C", "O", "C", "H", "C", "H", "H", "H", "H"],
  "xyz": [[-1.283, 2.508, 0.651], [-0.159, -0.473, -0.229], [1.445, 3.015, 0.223], [1.116, -0.750, 1.103], [-3.465, -5.136, -3.346], [2.796, 1.930, 1.938], [-0.243, 1.159, 1.493], [1.630, -1.941, 1.739], [1.876, 1.647, 1.625], [0.830, 1.156, -0.972], [-0.168, 0.966, -0.482], [1.967, -1.200, 1.200], [0.928, 2.599, 1.107], [-1.184, 1.269, -1.067], [-0.300, 1.901, 0.643], [-0.413, -0.931, -1.040], [-3.424, -5.984, -2.824], [-2.565, -5.004, -3.691], [0.618, 3.269, 1.928]],
  "lowdin_charge": [0.150, -0.105, 0.119, -0.022, -0.093, 0.135, 0.136, 0.042, -0.112, 0.136, -0.254, -0.089, -0.284, 0.156, -0.225, 0.095, 0.059, 0.034, 0.122]
}



c | {
  "formula": "C3H12O4",
  "method": "ωB97M-V/def2-TZVPD",
  "e_homo_ev": -9.9,
  "homo_lumo_gap_ev": 10.31,
  "symbols": ["O", "H", "O", "H", "C", "H", "H", "C", "C", "O", "O", "H", "H", "H", "H", "H", "H", "H", "H"],
  "xyz": [[0.453, 0.830, -0.022], [-2.484, 1.783, 1.568], [-1.601, 2.073, 1.299], [1.295, 0.075, 1.711], [3.122, -0.346, -0.403], [3.528, 0.578, 0.000], [3.778, -0.718, -1.184], [0.924, -0.311, 0.754], [2.014, -0.969, -0.041], [-1.566, 0.220, -1.510], [-2.349, -1.998, -0.164], [0.079, -0.987, 0.904], [-1.739, 2.850, 0.760], [1.747, -1.905, -0.525], [-3.063, -1.580, 0.331], [-0.768, 0.438, -0.959], [-0.066, 1.340, 0.624], [-1.167, -0.109, -2.337], [-2.137, -1.262, -0.805]],
  "lowdin_charge": [-0.114, 0.070, -0.028, 0.124, 0.011, 0.065, 0.054, -0.214, -0.154, -0.091, -0.108, 0.107, 0.059, 0.100, 0.020, -0.007, 0.045, 0.068, -0.008]
}



d | {
  "formula": "C3H12O4",
  "method": "ωB97M-V/def2-TZVPD",
  "e_homo_ev": -8.6,
  "homo_lumo_gap_ev": 9.09,
  "symbols": ["H", "H", "C", "H", "C", "O", "O", "O", "O", "H", "H", "H", "H", "H", "H", "H", "H", "C", "H"],
  "xyz": [[-1.659, -1.914, 0.755], [-1.295, 2.639, -1.292], [0.021, -1.221, -0.256], [3.813, 2.071, 0.164], [-1.076, -1.992, -0.173], [0.200, -0.005, 0.398], [0.341, 1.010, 2.715], [3.185, 1.524, 0.672], [-0.519, 3.125, -1.060], [0.133, -0.257, 1.344], [0.991, 1.696, 2.683], [-1.263, -1.941, -2.332], [-0.509, 1.403, 2.540], [-1.527, -3.650, -1.467], [2.401, 1.559, 0.098], [0.821, -1.555, -0.908], [-2.661, -2.409, -1.523], [-1.563, -2.559, -1.485], [0.169, 2.477, -0.872]],
  "lowdin_charge": [0.105, 0.020, -0.214, 0.046, -0.155, -0.065, -0.028, -0.068, -0.046, 0.071, 0.041, 0.075, 0.051, 0.067, 0.016, 0.116, 0.076, -0.120, 0.013]
}



c is favored, and the nearest alternative lies 0.0217 hartree above it.



a | {
  "formula": "C3H12O4",
  "method": "ωB97M-V/def2-TZVPD",
  "e_homo_ev": -10.4,
  "homo_lumo_gap_ev": 10.71,
  "symbols": ["H", "H", "H", "C", "H", "H", "H", "O", "C", "C", "H", "H", "H", "H", "H", "O", "O", "O", "H"],
  "xyz": [[-0.506, 0.510, 0.530], [1.294, 0.584, -1.333], [-5.655, 1.647, -3.574], [1.904, -1.054, -0.030], [0.074, -2.112, 3.859], [0.345, -2.764, 5.242], [0.490, 1.771, 1.339], [-0.134, 2.304, -0.535], [0.282, 1.293, 0.360], [1.427, 0.519, -0.230], [-5.375, 0.381, -2.810], [2.435, 0.952, -0.287], [2.433, -0.905, 0.913], [-1.087, 2.348, -0.417], [3.073, -2.222, -0.907], [-6.064, 0.811, -3.327], [2.914, -1.281, -1.049], [0.723, -2.203, 4.561], [1.046, -1.690, -0.211]],
  "lowdin_charge": [0.124, 0.112, 0.032, -0.208, 0.026, 0.032, 0.119, -0.066, -0.299, -0.162, 0.030, 0.106, 0.108, 0.082, 0.077, -0.062, -0.096, -0.059, 0.106]
}



b | {
  "formula": "C3H12O4",
  "method": "ωB97M-V/def2-TZVPD",
  "e_homo_ev": -10.0,
  "homo_lumo_gap_ev": 10.79,
  "symbols": ["C", "O", "O", "O", "H", "H", "H", "H", "H", "H", "H", "C", "O", "H", "C", "H", "H", "H", "H"],
  "xyz": [[-0.154, -1.671, -0.228], [-0.317, -3.069, -0.221], [-4.570, 1.010, 0.591], [2.067, 2.270, -2.516], [-4.841, 1.187, 1.509], [0.186, 0.938, 1.403], [0.033, -3.491, -1.006], [1.373, 2.714, -2.017], [-5.083, 1.637, 0.064], [-1.123, -1.221, -0.026], [2.727, 2.958, -2.650], [0.809, -1.133, 0.833], [2.125, 0.897, 1.222], [2.757, 0.170, 1.231], [0.858, 0.367, 0.778], [1.818, -1.543, 0.628], [0.483, -1.473, 1.813], [0.670, 0.796, -0.205], [0.183, -1.343, -1.204]],
  "lowdin_charge": [-0.279, -0.057, -0.071, -0.063, 0.039, 0.115, 0.082, 0.030, 0.032, 0.120, 0.034, -0.164, -0.086, 0.066, -0.263, 0.125, 0.121, 0.101, 0.119]
}



b is favored, and the nearest alternative lies 0.0361 hartree above it.